{"formula": "C30H62N2O18", "method": "the ωB97M-V functional and the def2-TZVPD basis", "homo_ev": -10.08, "mol_weight_g_mol": 738.8, "fmax_ev_per_a": 2.24, "homo_lumo_gap_ev": 10.15, "total_charge": 0, "relative_energy_kj_mol": 141.80, "lumo_energy_ha": 0.00263, "smiles": "C[N+](=O)[O-].C[N+](=O)[O-].CCOC(C)=O.CCOC(C)=O.CCOC(C)=O.CCOC(C)=O.CCOC(C)=O.CCOC(C)=O.CCOC(C)=O", "symbols": ["C", "N", "O", "O", "H", "H", "H", "C", "N", "O", "O", "H", "H", "H", "C", "C", "O", "C", "C", "O", "H", "H", "H", "H", "H", "H", "H", "H", "C", "C", "O", "C", "C", "O", "H", "H", "H", "H", "H", "H", "H", "H", "C", "C", "O", "C", "C", "O", "H", "H", "H", "H", "H", "H", "H", "H", "C", "C", "O", "C", "C", "O", "H", "H", "H", "H", "H", "H", "H", "H", "C", "C", "O", "C", "C", "O", "H", "H", "H", "H", "H", "H", "H", "H", "C", "C", "O", "C", "C", "O", "H", "H", "H", "H", "H", "H", "H", "H", "C", "C", "O", "C", "C", "O", "H", "H", "H", "H", "H", "H", "H", "H"], "xyz": [[0.53181, -1.26885, -4.09850], [-0.19023, -2.02160, -3.05904], [0.44337, -2.83983, -2.42796], [-1.36295, -1.80407, -2.87592], [0.89417, -0.33040, -3.68263], [-0.08839, -1.11100, -4.97004], [1.43201, -1.84704, -4.29172], [2.58089, 2.08339, 2.24645], [2.88718, 2.07191, 3.72993], [2.45392, 1.15817, 4.40263], [3.52864, 3.00667, 4.13094], [2.09670, 1.14985, 1.97501], [3.56665, 2.07279, 1.78303], [1.94307, 2.90743, 1.94885], [-1.27747, -0.97993, 4.86688], [-2.34649, 0.06981, 4.55671], [-2.81054, 0.58236, 5.78059], [-3.71602, 1.56750, 5.81553], [-4.21730, 1.80364, 7.21153], [-3.93061, 2.31601, 4.90249], [-0.92841, -1.41263, 3.92859], [-1.69491, -1.79126, 5.46512], [-0.47120, -0.46782, 5.39024], [-1.81725, 0.78153, 3.91607], [-3.15755, -0.37853, 3.97741], [-5.02769, 2.52136, 7.25585], [-3.39266, 2.16015, 7.83205], [-4.49121, 0.85513, 7.67746], [-5.86791, 7.04593, -3.70181], [-5.18097, 6.32178, -2.53502], [-4.92344, 4.95807, -2.88554], [-3.67896, 4.56929, -3.09719], [-3.56777, 3.06090, -3.19216], [-2.74701, 5.31469, -3.26121], [-6.73008, 6.46317, -4.03642], [-5.19850, 7.23204, -4.53705], [-6.24671, 8.00697, -3.34948], [-4.28621, 6.94675, -2.47996], [-5.67092, 6.29979, -1.56794], [-4.11327, 2.75342, -4.08824], [-4.07235, 2.60493, -2.34491], [-2.52472, 2.84111, -3.40074], [-4.71071, -0.35287, -4.68459], [-3.24281, -0.21818, -4.98923], [-3.05111, 1.01748, -5.71085], [-1.86848, 1.62305, -5.79866], [-1.91476, 2.85864, -6.68349], [-0.89785, 1.35078, -5.13911], [-4.83319, -1.28030, -4.10587], [-5.34075, -0.63225, -5.53295], [-5.20610, 0.39622, -4.07409], [-2.70367, -0.08914, -4.04775], [-2.74631, -1.04851, -5.48660], [-2.01089, 3.79398, -6.13796], [-2.76066, 2.79180, -7.36860], [-1.01287, 2.83324, -7.29231], [-2.74788, -4.45827, 0.24333], [-2.99024, -4.00123, 1.67912], [-1.74644, -4.06123, 2.40504], [-1.38616, -5.16196, 3.04862], [-0.05965, -5.02245, 3.74240], [-2.05045, -6.17025, 3.06812], [-3.18309, -5.44402, 0.07497], [-1.67523, -4.64430, 0.16857], [-3.04523, -3.72959, -0.50471], [-3.15395, -2.92360, 1.67946], [-3.82668, -4.51893, 2.14047], [0.72306, -4.97035, 2.98455], [0.07513, -5.94744, 4.29883], [-0.01588, -4.16371, 4.40720], [7.10789, -5.22158, 4.02473], [6.72773, -4.00344, 3.21017], [5.31069, -3.78856, 3.35404], [4.80992, -2.60245, 3.10400], [3.36517, -2.47081, 3.43174], [5.40874, -1.65634, 2.65422], [6.96062, -4.94149, 5.06649], [8.14723, -5.49161, 3.84735], [6.49295, -6.09628, 3.81638], [7.22208, -3.13269, 3.65556], [7.01135, -3.88280, 2.16374], [2.79738, -3.34800, 3.73956], [2.80028, -2.16503, 2.54856], [3.21293, -1.65443, 4.13770], [2.46623, -0.95126, -0.14795], [1.09686, -1.09707, 0.44973], [0.13770, -0.42727, -0.38293], [-1.10757, -0.34637, 0.13328], [-2.08343, 0.36390, -0.75518], [-1.39440, -0.68262, 1.25078], [2.54272, 0.14069, -0.19620], [2.54308, -1.39730, -1.13952], [3.26012, -1.37516, 0.46420], [0.78075, -2.14240, 0.39390], [1.15234, -0.73359, 1.47564], [-1.60661, 0.81006, -1.62971], [-2.57642, 1.15982, -0.20875], [-2.68757, -0.45490, -1.15151], [4.04172, 3.29170, -3.40269], [4.11228, 2.64497, -2.02911], [4.97633, 1.50795, -2.10253], [5.66212, 1.06776, -1.07614], [6.47073, -0.18455, -1.35636], [5.73016, 1.60381, 0.00361], [4.98689, 3.15609, -3.92646], [3.74882, 4.33853, -3.42989], [3.29678, 2.79316, -4.03248], [4.61416, 3.38897, -1.40338], [3.18023, 2.39822, -1.52839], [6.74186, -0.23995, -2.41203], [5.88545, -1.06686, -1.09949], [7.40789, -0.21105, -0.80845]], "forces_ev_per_angstrom": [[1.061, -0.033, -0.101], [0.189, -0.380, 0.327], [0.303, -0.085, 0.131], [-0.659, 0.337, -0.134], [-0.526, 0.142, 0.117], [-0.118, 0.084, 0.110], [-0.185, -0.124, -0.301], [0.525, -1.099, 0.019], [-0.965, 0.086, -0.828], [0.118, -0.050, -0.051], [0.334, 0.281, 0.353], [-0.103, -0.014, 0.334], [-0.090, 0.435, -0.215], [0.272, 0.333, 0.367], [-0.669, 0.139, 0.016], [1.146, -0.921, -1.186], [-0.484, -0.327, 0.764], [0.845, 1.236, 0.348], [0.123, -0.711, 0.516], [-0.439, -0.285, -0.642], [0.115, 0.129, -0.010], [0.132, 0.063, 0.178], [0.167, -0.307, 0.054], [-0.590, 0.541, 0.236], [-0.113, 0.215, 0.113], [-0.044, -0.027, -0.213], [0.086, 0.156, -0.196], [-0.239, 0.062, -0.080], [-1.194, -0.578, 0.729], [0.681, 1.365, -1.311], [-0.676, 0.114, 0.567], [0.870, -0.533, -0.529], [-0.396, 0.844, -0.795], [0.054, 0.176, 0.135], [0.031, 0.128, -0.188], [0.174, -0.201, 0.070], [0.055, 0.030, -0.012], [0.510, -0.861, 0.706], [-0.439, 0.146, -0.184], [-0.152, 0.013, 0.067], [0.451, -0.266, 0.139], [0.037, -0.374, 0.643], [-0.669, -2.131, -0.085], [0.553, 1.430, 1.417], [-0.415, -0.229, -1.186], [-0.207, 1.342, 0.744], [-0.429, -0.903, -0.806], [0.215, -0.760, -0.014], [0.325, 0.130, 0.252], [0.178, 0.693, -0.344], [0.446, 0.488, -0.237], [0.020, -0.180, 0.016], [-0.413, -0.065, -0.371], [0.264, -0.139, 0.324], [-0.030, 0.020, 0.075], [0.126, 0.329, 0.167], [0.417, -0.853, 0.450], [0.345, 0.875, -0.743], [0.040, 0.441, 0.369], [-0.427, -0.492, 0.129], [-0.054, -0.562, -0.103], [-0.008, 0.028, -0.058], [-0.304, 0.189, -0.230], [0.043, 0.309, -0.321], [-0.111, -0.074, -0.034], [-0.354, -0.083, 0.085], [0.316, -0.133, 0.396], [0.048, 0.219, 0.059], [0.132, 0.122, 0.123], [-0.011, 0.113, -0.122], [-0.243, 0.059, -0.400], [0.322, 1.417, 0.344], [0.221, -1.253, 0.302], [-0.541, 1.074, -0.292], [-1.570, -0.008, -0.172], [0.625, -0.208, -0.114], [0.142, -0.239, 0.091], [0.056, 0.088, 0.094], [-0.057, 0.063, -0.143], [-0.051, -0.031, 0.101], [-0.147, -0.870, -0.144], [0.620, -0.235, 0.424], [0.381, 0.240, -0.215], [0.154, -0.088, 0.130], [-0.313, 0.839, -0.490], [0.119, -1.778, -0.277], [-0.045, 0.392, 0.188], [0.270, 1.300, 0.402], [0.754, -0.422, -0.988], [0.135, -0.575, 0.149], [0.875, -0.086, -0.358], [-0.109, 0.150, -0.062], [-0.110, 0.153, 0.234], [0.085, -0.046, 0.691], [-0.713, 0.050, -0.014], [0.185, -0.060, 0.102], [-0.458, -0.374, 0.168], [-0.682, 0.447, 0.179], [-0.896, -1.082, -0.869], [1.282, 1.639, 0.705], [-0.873, -0.554, -1.602], [1.490, -0.317, 1.599], [-0.057, 0.041, -0.908], [-0.643, 0.345, -0.021], [0.140, 0.204, 0.208], [0.187, 0.072, 0.514], [0.055, -0.097, 0.022], [-0.083, -0.223, 0.368], [-0.211, -0.214, -0.328], [-0.257, -0.080, -0.045], [-0.039, 0.012, 0.029], [-0.235, 0.249, 0.389]], "mulliken_charge": [-0.855, 1.018, -0.571, -0.499, 0.373, 0.175, 0.362, -0.018, 1.001, -0.534, -0.592, -0.358, 0.284, 0.314, -0.909, -0.162, -0.295, 0.718, -1.071, -0.554, 0.141, 0.364, 0.325, 0.253, 0.292, 0.326, 0.270, 0.323, -1.141, -0.266, -0.296, 0.419, -0.624, -0.598, 0.298, 0.281, 0.380, 0.275, 0.389, 0.258, 0.436, 0.183, -1.392, 0.434, -0.338, 0.724, -1.033, -0.511, 0.397, 0.363, 0.304, -0.138, 0.350, 0.206, 0.333, 0.353, -1.018, -0.191, -0.149, 0.593, -0.802, -0.607, 0.369, 0.256, 0.254, 0.168, 0.371, 0.206, 0.351, 0.199, -1.138, -0.316, -0.265, 0.628, 0.155, -0.623, 0.281, 0.366, 0.306, 0.302, 0.368, 0.194, -0.451, 0.205, -0.671, -0.151, -0.173, 0.540, -1.144, -0.536, -0.029, 0.379, 0.074, 0.412, 0.128, 0.238, 0.487, 0.239, -1.180, -0.050, -0.314, 0.891, -0.971, -0.604, 0.324, 0.364, 0.237, 0.305, 0.189, 0.327, 0.186, 0.326]}